w | ORCA calculation (ωB97M-V/def2-TZVPD) on a structure of composition C4H9NO2S.

Computed properties:
* Kohn-Sham gap: 0.337 Ha
* LUMO energy: 0.07 eV

Element x y z (Å)
C -0.0047 1.1992 -0.0363
C -0.6229 -0.2304 0.2942
C 0.5198 -0.9885 -0.0621
C 1.3813 0.3334 -0.0772
H 0.3743 3.0575 0.9978
H -1.3208 2.6399 0.2022
H -0.0408 1.3572 -1.2301
H -0.8486 -0.3648 1.4562
H -2.6297 -1.0868 1.0478
H 0.4250 -1.4687 -0.9752
H 2.0792 -1.4064 1.5873
H 2.0023 0.2767 0.8506
H 2.7793 1.3082 -1.1463
N -0.4587 2.1411 0.8944
O 1.2515 -1.8774 0.8768
O 2.3867 0.2615 -1.0642
S -2.2722 -0.5160 -0.5165


x | ORCA calculation (ωB97M-V/def2-TZVPD) on a cluster of 2 separate species, C4H9NO2S in total.

Computed properties:
* Kohn-Sham gap (alpha / beta): 0.321 / 0.321 Ha
* LUMO energy (alpha / beta): -0.29 / -0.29 eV

Element x y z (Å)
C 0.0307 1.3846 0.9888
C -0.6028 0.0904 1.4672
C -0.6824 0.5044 0.0624
C -1.7810 0.6633 -0.8987
N 1.8318 -1.5873 0.1755
O 0.5194 -1.7584 -2.0268
O 2.1031 0.1520 -1.6771
S 1.1113 -0.7628 -1.1550
H -0.4205 2.3315 1.2590
H 1.1091 1.4248 0.9426
H 0.0611 -0.7187 1.7269
H -1.5031 0.1303 2.0675
H -2.6065 1.2092 -0.4320
H -2.1487 -0.3100 -1.2147
H -1.4543 1.2211 -1.7734
H 1.6160 -2.5721 0.2011
H 2.8167 -1.4025 0.2868


Most stable structure - x; separation to the second - 389.3 kJ/mol.


w | ORCA calculation (ωB97M-V/def2-TZVPD) on a structure of composition C37H33IN3P2RhS.

Computed properties:
* Kohn-Sham gap: 0.216 Ha
* LUMO energy: -6.95 eV
* net charge: +2

Element x y z (Å)
Rh 0.0037 0.2209 0.7291
I 2.4819 0.2099 -0.3893
C 2.4041 2.2800 -0.4128
C 3.5208 3.0034 -0.6969
C 3.4213 4.4121 -0.7449
C 2.2168 5.0107 -0.5379
C 1.0481 4.2571 -0.2548
C -0.1956 4.9110 -0.0922
C -1.3196 4.1914 0.1682
C -1.2401 2.7902 0.3250
C -0.0643 2.1032 0.1547
C 1.1284 2.8421 -0.1548
H 4.4677 2.5212 -0.8981
H 4.3029 4.9996 -0.9599
H 2.1274 6.0885 -0.5893
H -0.2354 5.9895 -0.1768
H -2.2743 4.6845 0.2962
H -2.1475 2.2743 0.6059
N -1.8074 -2.0437 0.1719
P -2.1132 -0.4017 0.1989
C -3.6931 -0.1541 0.9948
C -3.8391 0.7294 2.0576
C -5.0777 0.9095 2.6572
C -6.1716 0.1988 2.1861
C -6.0370 -0.6664 1.1065
C -4.8061 -0.8344 0.4945
C -2.3171 0.1723 -1.5006
C -1.4849 -0.3065 -2.5149
C -1.5970 0.1988 -3.8010
C -2.5301 1.1854 -4.0837
C -3.3630 1.6642 -3.0805
C -3.2552 1.1651 -1.7940
P -0.1614 -2.5178 -0.1454
C -0.3790 -4.2446 -0.6186
C -0.9053 -4.4666 -1.8948
C -1.1704 -5.7571 -2.3209
C -0.8917 -6.8297 -1.4834
C -0.3476 -6.6138 -0.2253
C -0.0915 -5.3228 0.2134
C 0.5421 -2.6094 1.5326
C 1.9366 -2.7023 1.6185
C 2.5616 -2.9249 2.8320
C 1.7940 -3.0647 3.9816
C 0.4119 -2.9712 3.9112
C -0.2158 -2.7371 2.6951
H -2.5684 -2.7003 0.0375
H -2.9952 1.3322 2.3642
H -5.1932 1.6131 3.4710
H -7.1409 0.3385 2.6454
H -6.9000 -1.1998 0.7314
H -4.7201 -1.4848 -0.3684
H -0.7468 -1.0707 -2.3124
H -0.9522 -0.1770 -4.5843
H -2.6182 1.5762 -5.0886
H -4.1008 2.4230 -3.3039
H -3.9212 1.5384 -1.0253
H -1.0970 -3.6307 -2.5598
H -1.5779 -5.9255 -3.3086
H -1.0916 -7.8387 -1.8187
H -0.1232 -7.4537 0.4184
H 0.3362 -5.1671 1.1955
H 2.5395 -2.6310 0.7183
H 3.6386 -3.0120 2.8820
H 2.2782 -3.2674 4.9286
H -0.1831 -3.1231 4.8015
H -1.2975 -2.7074 2.6377
S 0.1339 1.2941 2.7198
C -0.3834 0.3940 4.1118
N -1.5239 -0.2355 4.3451
C -1.6547 -0.6545 5.7476
C -0.3516 -0.1136 6.3767
N 0.3604 0.4129 5.2061
H -2.2667 -0.2644 3.6732
H -1.7328 -1.7364 5.8193
H -2.5424 -0.2109 6.1930
H 0.2345 -0.8973 6.8516
H -0.5348 0.6788 7.1000
H 1.2364 0.9096 5.2398


x | ORCA calculation (ωB97M-V/def2-TZVPD) on a structure of composition C37H33IN3P2RhS.

Computed properties:
* Kohn-Sham gap: 0.194 Ha
* LUMO energy: -7.58 eV
* net charge: +2

Element x y z (Å)
Rh -0.0356 0.2844 0.7338
I 2.3705 0.1586 -0.6010
C 2.4282 2.2756 -0.4883
C 3.6146 2.9200 -0.6847
C 3.6429 4.3232 -0.6153
C 2.4856 5.0199 -0.4017
C 1.2488 4.3544 -0.2383
C 0.0392 5.0688 -0.0978
C -1.1529 4.4120 0.0286
C -1.1872 3.0079 0.0822
C -0.0347 2.2766 -0.0159
C 1.2086 2.9283 -0.2352
H 4.5184 2.3655 -0.8988
H 4.5821 4.8427 -0.7448
H 2.5027 6.1009 -0.3513
H 0.0749 6.1507 -0.1197
H -2.0767 4.9694 0.1047
H -2.1441 2.5188 0.2034
N -1.8715 -2.0631 -0.0036
P -2.2629 -0.4232 0.2113
C -4.0044 -0.5953 0.7144
C -4.4933 -0.1175 1.9238
C -5.8383 -0.2696 2.2329
C -6.6902 -0.8938 1.3365
C -6.2017 -1.3734 0.1257
C -4.8644 -1.2207 -0.1914
C -2.4202 0.3346 -1.4433
C -1.5138 0.0308 -2.4589
C -1.5970 0.6842 -3.6792
C -2.5686 1.6531 -3.8821
C -3.4624 1.9698 -2.8675
C -3.3849 1.3230 -1.6454
P -0.2453 -2.5155 -0.2808
C -0.5191 -4.2862 -0.6419
C -1.1165 -4.6169 -1.8579
C -1.4721 -5.9308 -2.1176
C -1.2184 -6.9183 -1.1760
C -0.5975 -6.5951 0.0214
C -0.2367 -5.2830 0.2905
C 0.4494 -2.5362 1.4127
C 1.8257 -2.7545 1.5351
C 2.3894 -2.9712 2.7790
C 1.5817 -2.9819 3.9113
C 0.2183 -2.7624 3.7973
C -0.3547 -2.5290 2.5538
H -2.6058 -2.7125 -0.2578
H -3.8305 0.3778 2.6236
H -6.2252 0.1028 3.1719
H -7.7407 -1.0034 1.5694
H -6.8640 -1.8566 -0.5797
H -4.4929 -1.5693 -1.1481
H -0.7544 -0.7243 -2.3055
H -0.8926 0.4404 -4.4633
H -2.6362 2.1516 -4.8399
H -4.2216 2.7240 -3.0268
H -4.0875 1.5687 -0.8581
H -1.2983 -3.8545 -2.6082
H -1.9380 -6.1926 -3.0582
H -1.4974 -7.9440 -1.3762
H -0.3942 -7.3641 0.7549
H 0.2528 -5.0450 1.2244
H 2.4475 -2.7965 0.6468
H 3.4503 -3.1673 2.8624
H 2.0205 -3.1780 4.8815
H -0.4163 -2.8182 4.6736
H -1.4283 -2.4215 2.4543
S 0.3709 1.1734 2.8964
C 0.0825 0.5749 4.4657
N -1.0992 0.3150 5.0130
C -0.9962 0.0135 6.4449
C 0.5175 0.1720 6.7068
N 1.0443 0.4195 5.3616
H -1.9735 0.4794 4.5474
H -1.3472 -0.9968 6.6527
H -1.5883 0.7111 7.0337
H 0.9558 -0.7264 7.1371
H 0.7412 1.0103 7.3657
H 2.0067 0.6544 5.1802


Most stable structure - w; separation to the second - 122.5 kJ/mol.


w | ORCA calculation (ωB97M-V/def2-TZVPD) on an isolated molecule of C3H9NS2.

Computed properties:
* Kohn-Sham gap: 0.352 Ha
* SMILES: CNCCSS
* LUMO energy: 0.53 eV

Element x y z (Å)
C -1.8650 0.8688 -0.8266
N -0.7189 -0.0149 -0.7625
C 0.3695 0.5638 0.0444
C 1.6897 -0.1611 -0.1938
S 1.5548 -1.9793 0.0486
S 1.3800 -2.0723 2.0943
H -1.5279 1.8762 -1.0810
H -2.5815 0.5365 -1.5810
H -2.4158 0.9813 0.1219
H -0.9827 -0.8799 -0.2979
H 0.1546 0.5050 1.1205
H 0.4606 1.6187 -0.2214
H 2.0263 0.0316 -1.2101
H 2.4149 0.1210 0.5638
H 0.0414 -1.9954 2.1810


x | ORCA calculation (ωB97M-V/def2-TZVPD) on a cluster of 2 separate species, C3H9NS2 in total.

Computed properties:
* Kohn-Sham gap: 0.334 Ha
* SMILES: C=NC.CSS
* LUMO energy: 0.73 eV

Element x y z (Å)
C 3.9244 0.2761 0.1579
N 2.8623 -0.4468 -0.0861
C 3.1413 -1.8300 0.1797
H 3.9704 1.3672 -0.0806
H 4.7476 -0.1246 0.6296
H 2.2151 -2.3956 0.6400
H 4.0906 -1.8879 0.8725
H 3.3626 -2.3383 -0.7952
C -1.0065 0.9404 1.3521
S -2.2973 0.0056 0.5620
S -2.1094 0.5640 -1.3885
H -0.1482 1.0900 0.5394
H -0.7625 0.5860 2.3345
H -1.3275 2.0241 1.5923
H -2.0325 -0.6267 -2.0431


y | ORCA calculation (ωB97M-V/def2-TZVPD) on a cluster of 2 separate species, C3H9NS2 in total.

Computed properties:
* Kohn-Sham gap: 0.360 Ha
* SMILES: C=CCN.SS
* LUMO energy: 0.11 eV

Element x y z (Å)
C -2.5998 2.5883 -0.1848
C -2.0756 1.3712 -0.2003
C -1.9555 0.5059 1.0246
N -3.1976 -0.3042 1.1684
H -2.7148 3.1884 -1.0757
H -2.9640 3.0327 0.7330
H -1.7135 0.9587 -1.1379
H -1.0765 -0.1386 0.9327
H -1.7932 1.1663 1.8756
H -3.0974 -0.8685 2.0063
H -3.1397 -1.0051 0.4368
S 3.3090 -0.4999 -0.7040
S 1.4501 -1.3664 -0.2156
H 3.0244 -0.0955 -1.9660
H 0.8976 -0.2023 0.1626


Most stable structure - w; separation to the second - 90.1 kJ/mol.


w | ORCA calculation (ωB97M-V/def2-TZVPD) on an isolated molecule of C3H9NS2.

Computed properties:
* Kohn-Sham gap: 0.341 Ha
* SMILES: CSSCCN
* LUMO energy: 0.77 eV

Element x y z (Å)
C 0.1839 -2.4900 0.2012
S -0.3635 -2.2212 -1.4392
S -1.1227 -0.3056 -1.3104
C 0.4317 0.6565 -0.8730
C 0.2516 1.3284 0.4838
N -0.9091 2.1798 0.7057
H 0.2964 -3.5131 0.5852
H 1.1250 -1.9936 0.4380
H -0.5464 -2.1429 0.9539
H 0.5014 1.3604 -1.7047
H 1.3737 0.1040 -0.8929
H 1.1616 1.9342 0.6150
H 0.2992 0.6630 1.3531
H -0.9911 2.8575 -0.0335
H -1.6917 1.5826 0.9178


x | ORCA calculation (ωB97M-V/def2-TZVPD) on a structure of composition C3H9NS2.

Computed properties:
* Kohn-Sham gap: 0.161 Ha
* LUMO energy: -3.71 eV

Element x y z (Å)
N -0.4657 1.0212 1.8394
C 0.3921 0.3768 0.9158
C 0.1328 -0.5486 -0.3718
C 0.1671 0.9798 -0.4445
S 2.9000 -0.8369 -1.5843
S -2.7632 -0.0484 0.5846
H -3.9988 0.3437 0.2024
H -0.2347 1.0095 2.8334
H 1.4327 0.2061 1.2402
H 0.0538 -1.8360 0.7563
H -0.6184 -0.7947 -1.1282
H 1.0767 -0.9483 -0.8268
H 0.8854 1.6777 -0.7762
H -0.8276 1.3861 -0.6407
H -1.5116 0.6181 1.4620


y | ORCA calculation (ωB97M-V/def2-TZVPD) on a cluster of 2 separate species, C3H9NS2 in total.

Computed properties:
* Kohn-Sham gap: 0.301 Ha
* SMILES: C/C=C/N.SS
* LUMO energy: 0.32 eV

Element x y z (Å)
C 0.4028 -1.5893 -1.8464
C 0.3947 -0.1128 -2.0717
C 1.3544 0.7199 -1.7020
N 1.4147 2.0839 -1.9682
H 1.3237 -1.9296 -1.3795
H -0.4441 -1.8858 -1.2232
H 0.2882 -2.1129 -2.7968
H -0.4634 0.2806 -2.6143
H 2.1889 0.3259 -1.1325
H 1.8443 2.6426 -1.2477
H 0.5505 2.4868 -2.2942
S -1.6917 -0.8209 1.8379
S -0.0160 0.3608 1.6102
H -1.1138 -1.8596 2.4606
H -0.1318 1.0652 2.7483


Most stable structure - w; separation to the second - 20.1 kJ/mol.


w | ORCA calculation (ωB97M-V/def2-TZVPD) on a cluster of 2 separate species, C3H9NS2 in total.

Computed properties:
* Kohn-Sham gap: 0.315 Ha
* SMILES: C=CN.CSS
* LUMO energy: 0.52 eV

Element x y z (Å)
C 0.0131 -1.0225 -2.7056
C -0.6947 -1.2068 -1.5668
N -1.9496 -0.6481 -1.3777
H -0.3201 -0.9400 -3.7308
H 1.0865 -0.8566 -2.5729
H -0.3154 -1.8297 -0.7662
H -2.3116 -0.0014 -2.0491
H -2.6710 -1.1899 -0.9386
C 1.8200 0.7998 2.5444
S 0.0640 0.8074 3.1894
S -0.9334 2.0160 1.7646
H 2.2039 1.7770 2.2978
H 1.7676 0.1279 1.6953
H 2.3421 0.4770 3.4502
H -0.1015 1.6900 0.7661


x | ORCA calculation (ωB97M-V/def2-TZVPD) on an isolated molecule of C3H9NS2.

Computed properties:
* Kohn-Sham gap: 0.269 Ha
* SMILES: NCCCSS
* LUMO energy: -1.55 eV

Element x y z (Å)
N 1.6832 0.5700 2.0327
C 0.7966 -0.2199 1.1815
C 0.4148 0.6082 -0.0355
C -0.5570 0.0290 -1.0360
S -1.6829 -1.2498 -0.4653
S -2.5571 -1.2605 -2.8373
H 1.2678 1.4748 2.2287
H 2.5638 0.7882 1.6017
H 1.4559 -1.0387 0.8899
H 0.0686 -0.7408 1.7972
H -0.1990 1.4464 0.3919
H 1.2380 1.0969 -0.5410
H -0.9478 0.8725 -1.5668
H -0.0096 -0.7137 -1.6438
H -3.5352 -1.6627 -1.9979


Most stable structure - w; separation to the second - 38.3 kJ/mol.


w | ORCA calculation (ωB97M-V/def2-TZVPD) on an isolated molecule of C19H19N3O5S2.

Computed properties:
* Kohn-Sham gap: 0.299 Ha
* SMILES: COc1ccc(Cc2nnc(NC(=O)CS(=O)(=O)c3ccccc3)s2)cc1OC
* LUMO energy: 0.35 eV

Element x y z (Å)
C -2.0873 3.5178 -1.0182
O -0.8203 3.5387 -0.3983
C -0.6516 2.8095 0.7500
C -1.7182 2.3131 1.4896
C -1.5201 1.5418 2.6175
C -0.2351 1.2644 3.0522
C -0.0066 0.2030 4.1094
C -0.0380 -1.0193 3.2686
N -1.1091 -1.6382 2.9305
N -0.9634 -2.4803 1.9184
C 0.2343 -2.5159 1.4493
N 0.6128 -3.1676 0.2975
C -0.0008 -3.0653 -0.9253
O 0.5470 -3.4891 -1.9188
C -1.3102 -2.3464 -0.9528
S -0.8923 -0.5517 -1.0077
O -2.1164 0.1818 -1.1801
O -0.0843 -0.2464 0.1403
C 0.1183 -0.3806 -2.4715
C -0.4859 -0.3773 -3.7128
C 0.3074 -0.2796 -4.8435
C 1.6848 -0.1884 -4.7143
C 2.2765 -0.1850 -3.4611
C 1.4876 -0.2839 -2.3271
S 1.3685 -1.5132 2.3392
C 0.8343 1.7880 2.3461
C 0.6559 2.5511 1.1994
O 1.8189 2.9725 0.6170
C 1.8451 3.3204 -0.7484
H -2.4387 2.4923 -1.1626
H -2.8240 4.0887 -0.4435
H -1.9429 3.9977 -1.9858
H -2.7272 2.4986 1.1614
H -2.3685 1.1239 3.1366
H -0.8180 0.1794 4.8352
H 0.9539 0.3233 4.6077
H 1.5630 -3.5193 0.2616
H -1.9081 -2.5016 -0.0592
H -1.8585 -2.5647 -1.8632
H -1.5610 -0.4377 -3.7764
H -0.1467 -0.2780 -5.8225
H 2.3015 -0.1173 -5.5976
H 3.3488 -0.1092 -3.3666
H 1.9093 -0.2772 -1.3341
H 1.8508 1.5754 2.6424
H 1.3861 2.5456 -1.3693
H 2.9029 3.4076 -1.0001
H 1.3458 4.2734 -0.9352


x | ORCA calculation (ωB97M-V/def2-TZVPD) on an isolated molecule of C19H19N3O5S2.

Computed properties:
* Kohn-Sham gap: 0.302 Ha
* SMILES: CCOC(=O)CCN(c1ccccc1)S(=O)(=O)c1ccc(-c2ccc(=O)[nH]n2)s1
* LUMO energy: -0.41 eV

Element x y z (Å)
C 6.1644 -1.8471 1.8186
C 4.8056 -1.8904 1.1359
O 4.7215 -0.9287 0.0789
C 4.4425 0.3258 0.4102
O 4.2952 0.7334 1.5311
C 4.3254 1.1924 -0.8345
C 3.2040 0.6523 -1.7298
N 1.9757 0.4833 -0.9872
C 1.3029 1.6011 -0.4579
C 0.9349 1.6459 0.8828
C 0.2189 2.7260 1.3685
C -0.1286 3.7730 0.5328
C 0.2462 3.7355 -0.7998
C 0.9523 2.6565 -1.2973
S 1.5961 -1.0381 -0.4228
O 1.7964 -1.2156 0.9838
O 2.1998 -1.9763 -1.3162
C -0.1511 -1.0172 -0.7168
C -0.7824 -1.1855 -1.9148
C -2.1745 -1.0501 -1.8117
C -2.5881 -0.7725 -0.5307
C -3.9460 -0.5697 -0.0813
C -4.2456 -0.2584 1.2860
C -5.5285 -0.0770 1.6619
C -6.6072 -0.1942 0.6935
O -7.7942 -0.0558 0.8987
N -6.1460 -0.4982 -0.5812
N -4.8988 -0.6794 -0.9682
S -1.2384 -0.6846 0.5622
H 6.3074 -0.8837 2.3019
H 6.9588 -2.0010 1.0916
H 6.2160 -2.6287 2.5709
H 4.0019 -1.6916 1.8504
H 4.6313 -2.8494 0.6454
H 5.2695 1.1696 -1.3792
H 4.1062 2.2137 -0.5192
H 3.0403 1.3240 -2.5769
H 3.4633 -0.3400 -2.1012
H 1.2278 0.8441 1.5401
H -0.0575 2.7506 2.4117
H -0.6829 4.6159 0.9166
H -0.0179 4.5480 -1.4604
H 1.2284 2.6282 -2.3402
H -0.2471 -1.4095 -2.8188
H -2.8624 -1.1483 -2.6304
H -3.4293 -0.1760 1.9880
H -5.8087 0.1583 2.6767
H -6.8411 -0.5989 -1.3158


Most stable structure - x; separation to the second - 98.4 kJ/mol.